[1]
Molecular formula: C4H34NO14
Method: DFT, the ωB97M-V functional and the def2-TZVPD basis

Atoms and positions in Å:
O  1.698  -1.103  1.986
C  0.688  -1.673  1.678
C  0.039  -1.233  0.406
C  0.242  0.268  0.226
C  1.560  0.519  -0.347
O  1.528  -0.003  -1.639
N  -1.476  -1.323  0.663
H  0.249  -2.514  2.297
H  0.339  -1.922  -0.503
H  0.059  0.856  1.108
H  -0.554  0.680  -0.509
H  2.351  -0.001  0.116
H  1.829  1.580  -0.333
H  1.399  0.822  -2.181
H  -1.846  -0.586  1.178
H  -1.961  -1.376  -0.390
H  -1.668  -2.285  1.152
H  0.000  3.141  -1.429
H  1.415  3.797  -1.702
O  0.844  3.316  -1.094
H  1.547  -3.305  -2.136
H  1.420  -1.624  -2.236
O  1.083  -2.491  -2.448
H  -1.829  2.032  -1.356
H  -1.693  2.740  -2.607
O  -1.762  2.848  -1.648
H  0.469  3.605  0.618
H  1.377  2.616  1.477
O  0.535  3.152  1.411
H  2.694  -2.327  -0.562
H  3.532  -3.691  -0.054
O  2.834  -3.324  -0.526
H  -0.762  2.644  2.597
H  -1.356  3.360  3.803
O  -1.322  2.650  3.245
H  -3.704  0.678  -1.110
H  -3.044  1.010  0.209
O  -3.115  0.354  -0.447
H  3.968  2.736  1.302
H  3.289  1.914  2.324
O  3.370  2.084  1.407
H  -2.057  -2.568  -3.064
H  -0.615  -2.459  -2.543
O  -1.545  -2.154  -2.438
H  -1.435  -0.590  -2.458
H  -1.074  0.374  -3.583
O  -1.271  0.492  -2.653
H  -0.465  -4.702  0.415
H  0.796  -3.860  0.203
O  -0.109  -3.916  0.608
H  -3.744  0.787  3.142
H  -2.210  1.211  2.870
O  -2.965  0.496  2.677

For the total energy, the calculation gives -1280.5955 a.u. Its LUMO energy is -2.44 eV. The calculation puts the orbital gap at 10.55 eV. The charge is +1.

[2]
Molecular formula: C24H58P2RuSi4
Method: DFT, the ωB97M-V functional and the def2-TZVPD basis

Atoms and positions in Å:
P  -1.570  0.234  -4.460
P  -3.290  -1.893  -1.467
C  -2.786  -1.246  -4.339
C  -3.835  -1.426  -3.227
H  -2.223  -2.178  -4.522
H  -3.323  -1.060  -5.280
H  -4.483  -0.537  -3.153
H  -4.502  -2.264  -3.486
C  -2.732  -3.596  -1.728
H  -2.246  -3.924  -0.800
H  -2.036  -3.692  -2.574
H  -3.619  -4.212  -1.908
C  -4.854  -2.004  -0.534
H  -5.419  -2.883  -0.886
H  -5.454  -1.094  -0.684
H  -4.593  -2.125  0.528
C  -0.721  0.005  -6.003
H  0.050  0.779  -6.105
H  -1.496  0.144  -6.766
H  -0.302  -1.005  -6.099
C  -2.608  1.655  -4.487
H  -3.378  1.654  -3.710
H  -3.072  1.600  -5.465
H  -1.962  2.535  -4.416
Ru  0.315  0.753  -0.268
C  -1.781  -0.988  -0.037
C  -0.439  -1.299  -0.688
C  -0.392  -1.485  -2.185
C  0.528  -0.510  -2.918
C  -0.342  0.672  -3.376
C  -0.913  1.373  -1.987
C  -2.246  0.982  -1.573
C  -2.320  0.427  -0.105
C  1.600  2.233  -0.711
H  -1.755  -1.320  1.008
H  0.055  -2.157  -0.210
H  -1.380  -1.298  -2.608
H  -0.175  -2.524  -2.481
H  1.350  -0.196  -2.271
H  1.013  -1.041  -3.753
H  0.321  1.432  -3.767
H  -0.841  2.469  -2.013
H  -2.622  0.195  -2.213
H  -3.003  1.788  -1.704
H  -1.901  1.191  0.549
H  -3.353  0.355  0.209
H  1.546  3.038  0.034
H  1.249  2.625  -1.684
H  2.636  1.870  -0.820
C  -0.009  -2.397  3.015
Si  1.692  -1.638  2.695
C  2.605  -1.750  4.348
C  2.590  -2.654  1.378
Si  1.520  0.479  1.696
Si  0.432  1.820  3.271
C  1.310  1.907  4.954
C  0.306  3.581  2.586
C  -1.287  1.094  3.539
Si  3.750  1.197  2.133
C  4.547  0.861  3.827
C  4.831  0.329  0.851
C  3.892  3.079  1.944
H  0.167  -3.390  3.451
H  -0.583  -2.535  2.094
H  -0.614  -1.822  3.723
H  2.243  -2.654  4.858
H  3.688  -1.858  4.214
H  2.428  -0.902  5.019
H  2.180  -2.501  0.368
H  3.664  -2.426  1.350
H  2.462  -3.715  1.646
H  2.266  2.442  4.918
H  0.651  2.462  5.638
H  1.486  0.921  5.400
H  0.014  3.584  1.527
H  -0.475  4.108  3.157
H  1.242  4.147  2.682
H  -1.837  0.944  2.601
H  -1.254  0.132  4.065
H  -1.863  1.804  4.153
H  4.941  -0.158  3.912
H  5.402  1.540  3.959
H  3.885  1.023  4.685
H  4.382  0.356  -0.151
H  5.804  0.840  0.797
H  5.016  -0.722  1.109
H  3.650  3.419  0.930
H  3.252  3.632  2.643
H  4.932  3.370  2.155

For the total energy, the calculation gives -2884.1131 a.u. Its LUMO energy (spin up / spin down) is -5.53 / -7.48 eV. The calculation puts the orbital gap (spin up / spin down) at 7.12 / 5.17 eV. The spin multiplicity is 5. The charge is +2.

[3]
Molecular formula: CH5O3P
Method: DFT, the ωB97M-V functional and the def2-TZVPD basis

Atoms and positions in Å:
C  1.626  -1.401  0.014
O  -0.054  0.674  1.019
O  -3.091  0.080  -0.100
O  1.421  1.136  -0.983
P  1.077  0.158  0.246
H  2.463  -1.516  -0.647
H  1.558  -2.044  0.868
H  -2.284  0.112  0.424
H  -3.584  0.880  0.113
H  0.868  1.921  -0.955

For the total energy, the calculation gives -608.1728 a.u. Its LUMO energy is -0.31 eV. The calculation puts the orbital gap at 9.36 eV. The charge is 0.

[4]
Molecular formula: C36H45NO3OsP2S
Method: DFT, the ωB97M-V functional and the def2-TZVPD basis

Atoms and positions in Å:
Os  -1.118  0.436  -1.396
C  4.947  1.635  3.338
S  4.021  0.331  4.177
C  2.566  0.173  3.094
C  2.669  -1.039  2.171
C  1.326  -1.528  1.616
N  0.601  -0.542  0.809
P  -1.109  -0.061  1.051
C  -0.925  0.794  2.630
C  -0.680  2.166  2.617
C  -0.410  2.831  3.800
C  -0.397  2.135  5.002
C  -0.663  0.774  5.017
C  -0.920  0.095  3.836
C  -1.843  -1.695  1.292
C  -1.489  -2.707  0.398
C  -2.085  -3.952  0.487
C  -3.043  -4.190  1.465
C  -3.417  -3.178  2.340
C  -2.837  -1.924  2.244
P  1.063  0.138  -0.655
C  1.748  1.782  -0.289
C  0.925  2.894  -0.485
C  1.379  4.170  -0.195
C  2.673  4.354  0.269
C  3.499  3.257  0.469
C  3.035  1.977  0.211
C  2.331  -0.895  -1.403
C  3.543  -0.394  -1.878
C  4.498  -1.271  -2.370
C  4.239  -2.634  -2.423
C  2.999  -3.125  -2.031
C  2.045  -2.259  -1.532
H  5.841  1.813  3.930
H  4.350  2.546  3.297
H  5.237  1.321  2.336
H  2.437  1.107  2.546
H  1.724  0.051  3.769
H  3.094  -1.871  2.734
H  3.347  -0.825  1.339
H  0.667  -1.821  2.435
H  1.530  -2.422  1.020
H  -0.712  2.717  1.686
H  -0.222  3.896  3.789
H  -0.188  2.652  5.928
H  -0.670  0.229  5.951
H  -1.113  -0.967  3.870
H  -0.754  -2.506  -0.374
H  -1.813  -4.739  -0.204
H  -3.515  -5.161  1.533
H  -4.182  -3.360  3.083
H  -3.177  -1.117  2.879
H  -0.083  2.768  -0.878
H  0.726  5.021  -0.337
H  3.044  5.351  0.466
H  4.511  3.398  0.826
H  3.685  1.133  0.405
H  3.744  0.667  -1.879
H  5.447  -0.885  -2.715
H  4.998  -3.314  -2.784
H  2.783  -4.181  -2.118
H  1.069  -2.635  -1.245
C  -5.535  -0.811  -0.269
C  -4.541  -0.081  -1.143
C  -5.191  0.616  -2.324
O  -3.485  -0.975  -1.615
C  -3.567  0.817  -0.344
O  -3.361  0.604  0.856
O  -2.818  1.565  -1.084
H  -6.198  -1.417  -0.889
H  -6.137  -0.095  0.289
H  -5.022  -1.455  0.441
H  -5.549  -0.131  -3.033
H  -4.478  1.264  -2.831
H  -6.044  1.211  -1.998
H  -3.887  -1.783  -1.962
C  -1.580  -0.588  -4.517
C  -0.184  -0.037  -4.211
C  0.464  0.504  -5.493
C  -0.216  1.094  -3.187
H  -1.520  -1.403  -5.237
H  -2.214  0.193  -4.945
H  -2.065  -0.979  -3.621
H  0.449  -0.850  -3.836
H  -0.070  1.385  -5.855
H  0.420  -0.261  -6.267
H  1.507  0.775  -5.331
H  -0.932  1.884  -3.466
H  0.775  1.540  -3.093

For the total energy, the calculation gives -2850.2145 a.u. Its LUMO energy (spin up / spin down) is -8.41 / -8.54 eV. The calculation puts the orbital gap (spin up / spin down) at 4.16 / 4.03 eV. The charge is +2.

[5]
Molecular formula: C44H26CuF9N2O2PS
Method: DFT, the ωB97M-V functional and the def2-TZVPD basis

Atoms and positions in Å:
Cu  0.486  0.234  0.383
S  -1.023  2.041  4.098
C  -1.911  0.556  3.945
C  -2.887  0.020  4.784
C  -3.460  -1.184  4.423
C  -3.072  -1.847  3.250
C  -2.110  -1.313  2.418
C  -1.529  -0.099  2.778
N  -0.581  0.596  2.028
C  -0.242  1.729  2.593
C  0.723  2.599  1.914
C  1.073  3.861  2.395
C  1.991  4.613  1.683
C  2.542  4.090  0.515
C  2.176  2.832  0.049
C  1.245  2.051  0.728
H  -3.198  0.537  5.684
H  -4.222  -1.620  5.056
H  -3.539  -2.789  2.991
H  -1.807  -1.811  1.503
H  0.635  4.258  3.308
H  2.277  5.597  2.031
H  3.263  4.681  -0.040
H  2.617  2.463  -0.873
O  2.316  -1.291  -2.752
C  1.858  -0.981  -1.673
O  0.850  -0.192  -1.453
C  2.496  -1.583  -0.416
C  3.715  -2.284  -0.548
C  4.304  -2.782  0.570
C  3.685  -2.603  1.829
C  4.246  -3.101  3.033
C  3.604  -2.914  4.220
C  2.368  -2.223  4.256
C  1.809  -1.733  3.113
C  2.461  -1.911  1.869
N  1.885  -1.402  0.733
H  4.134  -2.391  -1.538
H  5.247  -3.315  0.515
H  5.190  -3.632  2.990
H  4.035  -3.295  5.138
H  1.859  -2.084  5.201
H  0.862  -1.210  3.135
F  0.523  6.515  -4.146
C  -0.795  6.378  -3.942
F  -1.381  6.350  -5.152
F  -1.224  7.497  -3.332
C  -1.123  5.148  -3.143
C  -0.201  4.125  -3.019
C  -0.535  2.987  -2.293
C  -1.788  2.868  -1.700
C  -2.712  3.904  -1.842
C  -2.381  5.041  -2.559
P  -2.109  1.289  -0.826
C  -3.260  1.740  0.524
C  -4.170  0.814  1.031
C  -4.859  1.059  2.212
C  -4.642  2.240  2.901
C  -3.739  3.175  2.413
C  -3.049  2.922  1.239
C  -5.338  2.516  4.201
F  -5.812  3.773  4.252
F  -6.368  1.686  4.414
F  -4.500  2.380  5.250
C  -3.158  0.415  -2.054
C  -4.507  0.693  -2.288
C  -5.202  0.019  -3.275
C  -4.551  -0.935  -4.048
C  -3.213  -1.215  -3.838
C  -2.519  -0.544  -2.835
C  -5.342  -1.661  -5.100
F  -6.295  -2.438  -4.550
F  -5.973  -0.803  -5.921
F  -4.577  -2.454  -5.862
H  0.775  4.215  -3.475
H  0.181  2.180  -2.189
H  -3.694  3.828  -1.388
H  -3.096  5.846  -2.665
H  -4.333  -0.125  0.514
H  -5.558  0.327  2.596
H  -3.567  4.097  2.955
H  -2.328  3.651  0.881
H  -5.020  1.444  -1.698
H  -6.248  0.237  -3.454
H  -2.710  -1.952  -4.449
H  -1.467  -0.757  -2.666

For the total energy, the calculation gives -5231.2842 a.u. Its LUMO energy (spin up / spin down) is -0.46 / -0.63 eV. The calculation puts the orbital gap (spin up / spin down) at 8.15 / 7.82 eV. The spin multiplicity is 2. The charge is 0.

[6]
Molecular formula: C9H14
Method: DFT, the ωB97M-V functional and the def2-TZVPD basis

Atoms and positions in Å:
C  0.311  -0.294  3.042
C  0.968  -1.805  -0.380
C  0.620  -1.693  0.957
C  1.467  -0.724  -1.079
C  0.757  -0.471  1.615
C  1.757  0.444  -0.373
C  1.371  0.577  0.947
H  0.785  -2.745  -0.889
H  0.184  -2.505  1.528
H  1.818  -0.850  -2.096
H  2.250  1.234  -0.930
H  0.623  -1.111  3.693
H  -0.767  -0.175  3.098
H  1.633  1.479  1.490
H  0.791  0.603  3.439
C  -1.943  0.277  -1.770
C  -1.664  1.760  -1.741
H  -3.020  0.149  -1.760
H  -1.666  -0.347  -2.623
H  -1.570  -0.304  -0.921
H  -2.190  2.232  -2.573
H  -0.608  2.019  -1.877
H  -1.909  2.250  -0.798

For the total energy, the calculation gives -351.3199 a.u. Its LUMO energy is 1.02 eV. As for the SMILES: Cc1ccccc1.CC. The calculation puts the orbital gap at 10.10 eV. The charge is 0.

Let's list ΔE to the lowest compared entry with this formula, charge and spin in order: 5.4226, 0.0000, 1.0191, 4.3663, 0.3122, 0.2810 eV.